88
Properties=species:S:1:pos:R:3:forces:R:3:lowdin_charge:R:1 method="wB97M-V/def2-TZVPD" lumo_ha=0.0609 charge=-1 homo_lumo_gap_ev=6.067 homo_energy_ev=-4.4 relative_energy_kj_mol=0.0
Tl 0.21770 -0.41044 -0.21046 0.147 -0.497 -0.499 0.561
N -0.68357 3.93482 1.09305 -0.109 -0.048 0.341 0.141
C -0.81846 2.79320 0.38930 -0.137 -0.001 -0.076 -0.172
N -1.15556 1.66412 0.89931 -0.101 0.315 -0.158 0.047
C -1.38402 1.55726 2.26092 0.143 0.050 -0.354 -0.312
N -1.67421 0.42281 2.78283 -0.154 -0.246 0.486 0.083
N -1.61908 -0.62951 1.88791 0.318 0.277 -0.122 -0.009
C -2.49351 -1.52528 2.04670 -0.334 -0.241 -0.096 -0.077
C -2.63443 -2.66073 1.10802 0.036 0.092 -0.049 -0.258
C -3.59660 -3.63191 1.35163 -0.125 -0.042 0.086 -0.030
C -3.83007 -4.60312 0.38801 0.018 0.051 0.068 -0.070
C -3.09970 -4.56237 -0.78574 -0.036 -0.032 0.009 -0.049
C -2.13230 -3.57279 -0.92741 0.097 0.030 -0.012 -0.130
N -1.89444 -2.65213 -0.00138 0.090 -0.063 -0.034 0.107
C -1.26045 2.76107 3.09778 0.050 -0.071 -0.109 -0.086
C -1.44374 2.75033 4.47986 -0.022 -0.069 -0.020 -0.015
C -1.25803 3.90099 5.21946 0.024 -0.037 0.056 -0.081
C -0.87175 5.08177 4.58286 -0.016 0.012 0.067 -0.082
C -0.68184 5.10984 3.21767 0.025 0.058 -0.090 -0.022
C -0.87546 3.94712 2.47381 0.017 -0.033 -0.059 -0.174
H -0.36688 4.76673 0.63519 0.054 0.146 -0.161 0.141
H -0.62672 2.85233 -0.68179 0.006 -0.030 0.150 0.122
H -3.24986 -1.41618 2.82312 -0.011 -0.083 0.134 0.120
H -4.16253 -3.60967 2.27687 0.015 -0.008 -0.068 0.107
H -4.58359 -5.36338 0.55136 0.008 -0.007 -0.016 0.102
H -3.26848 -5.27595 -1.58406 0.027 0.057 0.061 0.107
H -1.52220 -3.51559 -1.82664 0.007 0.021 0.135 0.081
H -1.72135 1.81023 4.94310 0.005 0.099 -0.010 0.113
H -1.39794 3.88415 6.29445 0.008 0.013 -0.083 0.100
H -0.71548 5.98436 5.16308 -0.013 -0.057 -0.039 0.103
H -0.37953 6.02527 2.71799 -0.009 -0.059 0.034 0.110
S -1.88963 0.24712 -1.64736 0.380 -0.017 0.374 0.606
C -1.80818 -0.69333 -3.11657 -0.392 0.071 -0.226 -0.747
C -2.95407 -0.51040 -3.97913 0.185 0.030 0.101 -0.307
N -3.86868 -0.33857 -4.65981 0.073 -0.025 0.113 0.137
C -0.82994 -1.55011 -3.51505 0.166 -0.298 -0.131 -0.786
S 0.62288 -1.93039 -2.64664 -0.084 -0.054 -0.154 0.566
C -0.99853 -2.26764 -4.76250 -0.004 0.117 0.144 -0.301
N -1.09660 -2.87467 -5.73751 0.002 0.075 0.109 0.136
N 6.90347 8.41481 0.20879 -0.148 -0.190 0.010 0.141
C 6.19499 7.50704 0.20645 -0.004 -0.038 -0.002 -0.186
C 5.30149 6.37082 0.19805 0.065 0.103 0.004 -0.236
C 3.94876 6.55128 0.47671 -0.015 0.069 -0.002 -0.022
C 3.09129 5.46414 0.45515 -0.039 0.061 0.018 -0.014
C 3.56163 4.19207 0.15249 -0.024 -0.013 -0.004 -0.201
C 4.91556 4.01900 -0.11615 0.093 -0.042 -0.003 -0.002
C 5.78474 5.09617 -0.09353 0.034 0.030 -0.023 -0.017
C 2.64021 3.01591 0.12286 -0.089 -0.213 0.127 -0.070
C 2.33677 2.46107 1.37565 0.164 -0.017 -0.017 -0.279
C 2.79916 2.93645 2.64404 -0.011 -0.017 -0.018 -0.039
C 2.31583 2.05367 3.58491 -0.038 0.054 -0.006 -0.080
C 1.58712 1.07712 2.85207 -0.043 0.103 -0.089 -0.226
N 1.59193 1.30797 1.54708 0.059 0.164 0.457 0.018
C 2.22005 2.60153 -1.13746 0.003 0.031 -0.094 -0.261
C 2.57478 3.26606 -2.36220 -0.095 -0.091 0.039 -0.037
C 1.94684 2.59003 -3.37302 -0.051 -0.033 -0.020 -0.064
C 1.22393 1.53076 -2.74540 0.022 0.079 -0.037 -0.173
N 1.37443 1.52214 -1.43389 0.193 0.230 -0.041 0.000
H 3.57964 7.54344 0.70252 -0.010 -0.028 0.003 0.117
H 2.03887 5.60100 0.67730 0.058 -0.005 -0.008 0.111
H 5.28380 3.02527 -0.34553 -0.027 0.067 0.007 0.132
H 6.83705 4.96006 -0.30524 -0.014 -0.014 0.000 0.118
H 3.40927 3.81415 2.81055 -0.039 -0.081 0.022 0.100
H 2.44734 2.08911 4.65853 0.004 -0.002 -0.108 0.087
H 1.07254 0.21159 3.26162 0.001 0.140 -0.071 0.105
H 3.21312 4.13474 -2.44209 -0.047 -0.058 -0.028 0.104
H 1.97299 2.79644 -4.43460 0.011 -0.018 0.124 0.091
H 0.60547 0.79297 -3.24267 0.070 0.047 0.103 0.064
C 3.28855 -2.16278 -0.81579 -0.028 0.037 -0.238 -0.246
Si 2.21201 -1.90236 0.69058 -0.256 0.144 -0.193 0.501
C 3.36091 -1.25686 2.01790 0.000 0.145 0.144 -0.216
C 1.49243 -3.52995 1.28378 -0.094 -0.053 0.081 -0.292
C 1.55897 -3.90447 2.63044 -0.045 -0.011 -0.008 -0.101
C 0.97390 -5.08417 3.08083 0.032 0.063 -0.028 -0.099
C 0.31217 -5.91433 2.18496 0.029 0.021 -0.023 -0.101
C 0.25328 -5.56820 0.83945 0.009 0.094 -0.025 -0.089
C 0.83446 -4.38566 0.39436 0.024 -0.107 -0.022 -0.109
H 4.25579 -2.57918 -0.50901 -0.118 0.029 0.008 0.035
H 3.46375 -1.20936 -1.32785 0.001 -0.122 0.051 0.031
H 2.82466 -2.83842 -1.53963 0.108 0.062 0.072 -0.020
H 4.18998 -1.97127 2.10923 -0.105 0.049 -0.036 0.043
H 2.88818 -1.14301 2.99526 0.118 -0.014 -0.099 0.013
H 3.76450 -0.28068 1.73103 -0.026 -0.129 0.051 0.035
H 2.07724 -3.26422 3.34068 -0.090 -0.087 -0.056 0.090
H 1.03548 -5.35376 4.13036 -0.012 0.021 -0.063 0.095
H -0.15422 -6.83063 2.53347 0.043 0.063 -0.033 0.095
H -0.26031 -6.21368 0.13540 0.019 0.025 0.022 0.101
H 0.77278 -4.11508 -0.66003 -0.046 -0.041 0.152 0.072


41
Properties=species:S:1:pos:R:3:forces:R:3:lowdin_charge:R:1 method="wB97M-V/def2-TZVPD" lumo_ha="-0.1716 / -0.2363" s2=6.034 charge=+1 homo_lumo_gap_ev="7.586 / 5.865" spin_multiplicity=5 homo_energy_ev="-12.3 / -12.3" relative_energy_kj_mol=0.0
Ru 0.11980 0.76077 1.30746 0.146 0.073 0.219 1.716
O -1.53143 -0.08080 0.16864 -0.027 -0.019 -0.069 -0.075
C -2.64316 0.46804 0.17735 0.006 0.023 -0.024 -0.119
C -2.94171 1.79195 0.65257 0.059 -0.007 0.004 -0.113
C -4.29135 2.16249 0.70860 -0.018 -0.013 0.019 0.078
C -4.62206 3.41981 1.13738 0.002 -0.022 -0.013 -0.112
C -3.65314 4.35420 1.48867 0.003 0.016 0.000 0.059
C -2.31913 4.01601 1.41374 -0.026 0.003 -0.004 0.044
C -1.94571 2.73545 1.00655 -0.101 0.023 0.002 -0.281
O -0.64462 2.46311 0.90977 -0.027 -0.025 -0.001 -0.214
N -6.04792 3.79410 1.21706 0.029 -0.008 -0.025 -0.350
O -6.85612 2.93247 0.94991 -0.029 -0.007 -0.006 0.102
O -6.29896 4.93248 1.53976 -0.011 0.016 0.021 0.109
H -3.48008 -0.10756 -0.23370 -0.014 0.002 0.028 0.155
H -5.07318 1.46737 0.43209 -0.003 0.004 -0.002 0.140
H -3.96582 5.33722 1.81197 0.005 -0.001 0.002 0.136
H -1.54688 4.72582 1.67365 0.011 -0.009 -0.004 0.136
C 0.62889 -3.90138 4.47818 -0.009 0.000 -0.005 -0.050
C 1.90042 -3.34072 4.49512 0.012 0.007 -0.001 -0.052
C 2.20904 -2.29046 3.65117 -0.024 -0.004 0.004 -0.011
C 1.22202 -1.80683 2.79798 -0.012 -0.056 0.044 -0.249
C -0.05637 -2.34874 2.78060 0.015 0.015 0.009 -0.037
C -0.34548 -3.40950 3.62085 0.001 -0.008 0.009 -0.052
N 1.51822 -0.74096 1.89695 0.030 -0.014 -0.133 -0.070
N 2.69369 -0.64793 1.49000 0.009 -0.035 0.028 0.132
C 2.89916 0.43855 0.63903 -0.041 -0.001 0.014 -0.281
C 4.14262 0.63429 0.06746 -0.021 -0.001 0.006 0.016
C 4.31199 1.71344 -0.79486 -0.009 0.020 -0.005 -0.033
C 3.25390 2.56933 -1.06200 0.032 -0.014 0.001 -0.039
C 2.00244 2.37209 -0.47752 -0.058 0.016 0.014 -0.071
C 1.80991 1.29040 0.36698 0.028 -0.042 -0.033 -0.205
H 0.39563 -4.72242 5.14224 -0.003 -0.003 0.000 0.115
H 2.65237 -3.72105 5.17242 0.001 -0.001 0.000 0.116
H 3.19099 -1.83980 3.65473 0.000 0.006 -0.002 0.114
H -0.81398 -1.96028 2.11310 0.004 0.007 -0.010 0.091
H -1.33253 -3.84990 3.60966 -0.004 0.001 -0.002 0.115
H 4.95173 -0.04620 0.29425 0.000 -0.006 0.007 0.128
H 5.27523 1.88729 -1.25380 0.000 0.000 0.000 0.120
H 3.39938 3.40899 -1.72833 -0.001 0.000 -0.001 0.120
H 1.19398 3.06146 -0.67959 -0.004 -0.004 0.001 0.104
F -0.91604 0.49527 2.89439 0.050 0.068 -0.093 -0.434


21
Properties=species:S:1:pos:R:3:forces:R:3:lowdin_charge:R:1 method="wB97M-V/def2-TZVPD" lumo_ha=0.0414 charge=-2 homo_lumo_gap_ev=2.481 homo_energy_ev=-1.4
Cd 0.11439 -0.93595 -0.04359 -0.022 -0.013 -0.145 0.719
C -0.85640 0.94736 5.35887 0.524 -2.059 -1.300 -0.391
O -0.38548 -0.00717 4.44853 0.138 0.848 0.731 -0.379
H -1.42141 1.69914 4.80780 -0.409 0.518 0.375 0.043
H -1.45967 0.39577 6.07992 -1.158 0.004 0.274 0.033
H -0.14754 1.38944 6.05900 0.903 0.635 -0.209 0.023
C -4.54987 -1.07238 -1.60476 2.082 -0.679 0.626 -0.384
O -3.43475 -1.85685 -1.32783 -0.400 -0.357 -0.080 -0.408
H -5.36364 -1.58398 -2.11871 -0.302 -0.572 -0.424 0.034
H -4.97716 -0.72024 -0.66586 -0.329 0.757 0.100 0.038
H -4.18212 -0.30275 -2.28338 -0.605 0.886 -0.075 0.045
C 4.31328 -3.22073 -0.93304 -1.553 -0.076 1.612 -0.374
O 3.21185 -3.35036 -0.04926 0.907 0.256 -1.094 -0.413
H 4.09155 -2.55440 -1.76668 -0.035 0.230 -0.375 0.043
H 5.19790 -2.83533 -0.42608 0.381 0.413 0.209 0.030
H 4.63466 -4.17441 -1.35174 -0.099 -0.564 -0.358 0.029
C 1.03460 3.67881 -2.88751 0.040 -2.405 1.951 -0.362
O 1.16984 2.61537 -1.93697 -0.074 1.215 -1.043 -0.421
H 1.71799 4.47670 -2.59690 0.290 0.496 -0.118 0.034
H 1.27019 3.33092 -3.89328 0.101 0.145 -0.486 0.029
H 0.02170 4.08104 -2.86844 -0.379 0.324 -0.170 0.032


20
Properties=species:S:1:pos:R:3:forces:R:3:lowdin_charge:R:1 method="wB97M-V/def2-TZVPD" lumo_ha="0.0230 / -0.0904" s2=2.018 charge=0 homo_lumo_gap_ev="8.258 / 7.106" spin_multiplicity=3 homo_energy_ev="-7.6 / -9.6" relative_energy_kj_mol=20.7
C 3.67374 0.77540 -0.09217 -0.791 -0.078 0.572 -0.241
C -2.61576 0.75640 -1.14818 -2.350 0.506 -0.721 -0.120
C -2.36212 -0.58097 -1.12044 0.480 -2.981 -0.521 -0.127
C -1.84704 1.55402 -0.30068 0.825 1.037 0.344 -0.055
C -1.32510 -1.14725 -0.39733 0.276 -1.382 0.830 -0.035
C -0.75418 0.95497 0.47217 -1.773 3.454 -0.451 -0.038
C -0.53627 -0.37045 0.44422 -0.185 -1.711 -1.231 -0.262
C 2.58108 0.44179 0.59950 -0.745 -0.377 0.618 -0.012
C 0.68106 -1.00606 1.01577 -0.868 -2.705 1.000 -0.149
N 4.63466 1.15856 -0.57011 2.641 0.962 -1.523 0.192
N 1.80738 -0.67384 0.23586 -0.407 -0.300 0.714 -0.261
O 2.02112 -1.44255 -0.75056 1.093 0.266 -0.865 0.065
H -3.60323 0.92716 -1.83697 2.761 0.807 1.965 0.161
H -2.96471 -1.27329 -1.72129 0.157 0.394 0.165 0.108
H -2.05031 2.67273 -0.27298 0.512 -1.624 0.176 0.117
H -1.03919 -2.24138 -0.31124 -0.989 1.274 -0.827 0.134
H -0.11072 1.60287 1.09592 -0.571 -0.201 -0.430 0.113
H 2.34019 0.87666 1.56023 0.088 0.071 -0.178 0.128
H 0.74719 -0.82247 2.06617 0.671 0.879 0.786 0.119
H 0.72221 -2.16231 1.03210 -0.824 1.710 -0.424 0.163


86
Properties=species:S:1:pos:R:3:forces:R:3:lowdin_charge:R:1 method="wB97M-V/def2-TZVPD" lumo_ha="-0.1313 / -0.1971" s2=0.754 charge=+1 homo_lumo_gap_ev="6.935 / 5.145" spin_multiplicity=2 homo_energy_ev="-10.5 / -10.5" relative_energy_kj_mol=0.0
Ag -1.24212 3.73549 0.82105 0.196 -0.622 -0.088 0.803
F 0.03905 1.93097 0.43912 0.931 0.300 0.045 -0.523
C -2.71898 -3.26572 -0.76143 0.165 -0.283 0.052 -0.016
C -1.65155 -2.48991 -1.55059 -0.731 -0.653 0.456 -0.526
C -1.56567 -3.03249 -2.97755 0.431 0.471 -0.447 -0.138
C -2.75395 -2.65803 -3.84999 -0.112 0.354 0.665 -0.167
C -2.90271 -1.13849 -3.87667 0.318 -0.435 -0.793 -0.143
C -2.96040 -0.49661 -2.48953 -0.210 0.763 -0.855 -0.514
N -1.92565 -1.05499 -1.62088 0.523 0.079 -0.137 -0.072
O -2.06822 -0.50295 -0.30864 0.128 -0.254 -0.039 -0.047
C -2.56749 0.97766 -2.66990 -0.255 0.121 -0.036 -0.031
C -4.40213 -0.57398 -2.00037 -0.422 -0.298 0.874 -0.017
C -0.29146 -2.68707 -0.88213 -0.074 0.432 -0.645 -0.024
H -2.43660 -4.31766 -0.66359 0.098 0.040 -0.081 0.090
H -3.67957 -3.25416 -1.27184 -0.096 0.126 0.186 0.065
H -2.80742 -2.88003 0.25491 -0.176 0.150 -0.078 0.076
H -0.66906 -2.57872 -3.42263 -0.017 -0.127 -0.065 0.122
H -1.40255 -4.11096 -2.96528 -0.042 -0.019 0.164 0.126
H -3.65902 -3.07647 -3.40066 -0.047 -0.224 -0.336 0.103
H -2.62294 -3.03343 -4.86298 -0.146 -0.156 0.019 0.116
H -3.79486 -0.87614 -4.45226 -0.176 0.071 0.327 0.124
H -2.10367 -0.71511 -4.49851 0.278 -0.020 0.403 0.121
H -3.12297 1.47498 -3.47013 -0.159 -0.235 0.013 0.090
H -2.76427 1.52871 -1.75165 0.265 0.074 0.033 0.057
H -1.51470 1.00246 -2.95036 0.073 0.172 0.199 0.084
H -4.49385 -0.27896 -0.95486 0.207 0.073 -0.003 0.052
H -5.05993 0.09455 -2.55638 0.164 -0.024 -0.222 0.094
H -4.82595 -1.57945 -2.04845 0.070 0.010 -0.206 0.077
H -0.01817 -3.74030 -0.90549 -0.009 -0.040 0.306 0.094
H -0.28666 -2.26420 0.12140 0.058 -0.246 0.140 0.067
H 0.42891 -2.14306 -1.49771 0.132 -0.047 0.166 0.061
H -1.27498 0.04368 -0.20614 -0.134 0.217 -0.007 0.072
C 2.05639 0.17334 -1.36006 -0.534 -0.114 0.692 -0.024
C 3.47103 0.43318 -0.85053 0.069 0.376 -2.087 -0.456
C 4.30845 0.86166 -2.07358 0.615 0.489 0.140 -0.120
C 5.67686 1.39313 -1.65567 -0.359 0.170 0.406 -0.159
C 5.51625 2.62779 -0.77191 -0.227 -0.216 -0.394 -0.123
C 4.62227 2.37868 0.45432 0.759 1.140 0.052 -0.462
N 3.43326 1.61324 0.04942 0.834 -1.383 1.363 0.053
O 2.53564 1.52305 1.02658 0.024 0.933 -0.913 0.055
C 5.39380 1.73051 1.61999 -0.581 -0.520 0.284 0.020
C 4.08662 3.72954 0.95317 -0.874 0.072 -0.243 -0.017
C 4.05257 -0.79664 -0.16045 -0.817 -0.150 0.823 0.016
H 1.57103 1.08427 -1.71279 0.132 0.023 -0.115 0.098
H 1.41026 -0.22462 -0.57398 0.064 -0.037 -0.039 0.065
H 2.07273 -0.55627 -2.16546 0.165 0.025 -0.060 0.100
H 4.46195 0.04272 -2.77479 -0.373 -0.213 0.153 0.134
H 3.75839 1.65230 -2.59332 0.011 -0.081 -0.105 0.131
H 6.29578 1.64381 -2.51473 0.003 -0.137 -0.045 0.124
H 6.17421 0.61652 -1.06957 0.289 0.036 -0.207 0.111
H 5.06377 3.45876 -1.32244 0.058 -0.155 -0.241 0.126
H 6.50702 2.96742 -0.47388 -0.127 0.090 0.367 0.129
H 4.83541 1.90808 2.53886 0.155 0.040 0.069 0.095
H 5.51517 0.65219 1.56097 0.107 0.024 -0.258 0.076
H 6.37681 2.18727 1.68372 -0.017 0.119 0.032 0.103
H 4.86136 4.47712 1.09632 0.236 -0.200 0.017 0.105
H 3.37682 4.12171 0.21597 0.197 0.113 -0.052 0.096
H 3.50832 3.60592 1.86676 0.241 0.031 0.132 0.085
H 5.09302 -0.72530 0.12882 0.085 0.037 -0.147 0.072
H 3.90039 -1.66714 -0.79720 0.118 0.141 -0.240 0.110
H 3.45173 -0.99263 0.73462 0.213 -0.005 0.057 0.096
H 1.64938 1.79153 0.59415 -1.400 -0.608 0.510 0.093
O 1.52363 -2.68605 5.02818 0.183 -0.246 0.072 0.145
C 0.92506 -1.93616 4.32899 -0.618 0.537 0.224 -0.485
O 1.41988 -0.72851 3.93936 0.499 -0.209 -0.510 0.018
C 0.69909 -0.32022 2.75994 0.465 0.654 0.266 -0.164
C -0.73646 -0.72495 3.06396 -0.029 -0.592 -0.470 -0.135
C -0.52382 -2.02989 3.84101 0.484 -0.023 0.339 -0.059
H 1.17853 -0.78243 1.88869 -0.443 -0.437 0.012 0.110
H 0.89571 0.73833 2.61044 -0.421 0.092 0.320 0.100
H -1.33458 -0.87660 2.16423 0.006 0.118 -0.017 0.096
H -1.21704 0.02167 3.69357 0.081 0.101 -0.019 0.104
H -0.64581 -2.95246 3.27498 -0.122 0.089 -0.112 0.127
H -1.10784 -2.10408 4.75820 -0.201 -0.098 -0.148 0.127
O -2.97978 2.26686 0.57724 -0.133 -0.045 -0.179 0.012
C -3.55061 1.75830 1.51422 -0.607 0.796 0.510 -0.466
O -3.25392 2.13248 2.76579 0.444 -0.577 -0.116 0.014
C -4.04508 1.38877 3.73205 -0.074 0.574 0.277 -0.122
C -5.26766 0.91009 2.94299 0.380 0.391 0.542 -0.120
C -4.72901 0.82092 1.51673 0.229 -0.269 0.235 -0.061
H -4.25286 2.12708 4.50466 -0.281 -0.174 0.044 0.130
H -3.45890 0.59939 4.20427 0.169 -0.081 -0.402 0.116
H -6.02442 1.68758 3.04390 -0.166 -0.141 -0.241 0.122
H -5.65833 -0.01488 3.35627 -0.058 -0.073 -0.175 0.123
H -5.45728 1.12137 0.77054 0.135 -0.154 -0.226 0.135
H -4.31565 -0.16735 1.29663 -0.220 -0.043 -0.188 0.127


In the order shown, the computed calculated total energy values come out to -93217.911 -37861.602 -17084.935 -14484.436 -49746.750 eV.